1.
The following is a quantum chemistry calculation of an isolated ion of composition C7H10N3 and charge +1, from the Open Molecules 2025 dataset.

Geometry (Å):
C -2.50819 -0.41163 -0.39370
N -1.21925 -0.01958 0.28694
C -1.16958 1.56902 0.46805
C 0.05315 1.98516 0.15970
N 0.87960 0.96315 -0.35623
N 2.24823 0.96818 -0.23447
C 2.89016 -0.12282 -0.00174
C 2.23506 -1.36808 0.28162
C 0.90239 -1.43917 0.03291
C 0.05712 -0.29621 -0.53668
H -3.18059 -0.74598 0.29827
H -2.84810 0.47474 -1.04393
H -2.22956 -1.22771 -1.12160
H -1.16062 -0.37393 1.27332
H -1.92323 1.94528 1.14735
H 0.23889 3.09428 0.18887
H 3.89616 0.04521 0.14656
H 2.71875 -2.30710 0.65057
H 0.37522 -2.42104 0.27574
H -0.25558 -0.31175 -1.52154

Calculated values
**Total charge**: +1
**LUMO level**: -3.73 eV
**ΔE to the lowest compared entry with this formula, charge and spin**: 86.0 kcal per mole
**HOMO**: -12.607 eV
**SMILES**: C[N@@H+]1C=CN2N=CC=C[C@H]21
**Gap between HOMO and LUMO**: 8.8732 eV

natural (NBO) population analysis, charges in e, atoms 1 to 8: -0.41 -0.39 -0.14 0.04 -0.25 -0.15 0.00 -0.20

=====

2.
The following is a quantum chemistry calculation of an isolated ion of composition C7H10N3O2 and charge -1, from the Open Molecules 2025 dataset.

Geometry (Å):
C 0.53241 2.38106 0.55453
C 0.36849 1.03419 -0.00921
N 0.92101 -0.04102 0.73171
O 0.76756 -0.10105 2.03877
C -1.09372 0.59263 -0.52278
N -1.46418 -0.60920 -0.14791
C -0.39420 -1.46563 -0.04001
O -0.59878 -2.54874 0.78934
N -1.31495 -2.09566 1.95367
C 0.42097 -1.66841 -1.23950
C 0.58647 -0.54457 -1.99358
C 0.23653 0.76190 -1.44058
H 1.01679 2.29102 1.65387
H -0.40853 2.79737 0.81357
H 0.94924 3.15724 -0.16277
H 1.82066 -0.43426 0.36528
H -1.92041 1.26198 -0.81945
H -0.56226 -1.91176 2.56014
H -1.71898 -1.13557 1.61851
H 0.58038 -2.60370 -1.55508
H 0.90009 -0.68567 -2.95781
H 0.37541 1.56785 -2.19072

Calculated values
**Total charge**: -1
**LUMO level**: 3.81 eV
**ΔE to the lowest compared entry with this formula, charge and spin**: 155.9 kcal per mole
**HOMO**: -2.359 eV
**SMILES**: C[C@@]1(N[O-])[C@@H]2N=C(ON)C=C[C@@H]21
**Gap between HOMO and LUMO**: 6.1690 eV

natural (NBO) population analysis, charges in e, atoms 1 to 8: -0.62 0.01 -0.19 -0.77 0.01 -0.63 0.52 -0.42

=====

3.
The following is a quantum chemistry calculation of an isolated ion of composition C7H10N3O2 and charge +1, from the Open Molecules 2025 dataset.

Geometry (Å):
C 1.79141 0.32178 -0.11728
C -0.49026 -0.68090 0.56284
C 1.06822 1.60357 0.02480
C 1.83150 2.78216 0.03412
C 3.92823 -0.81811 -0.20556
C -2.37224 0.86397 0.88776
C -2.12847 -2.30992 -0.36664
N -0.27671 1.61509 0.21789
N 2.95631 -0.00472 -0.14628
N -0.94306 0.54801 0.50534
O 4.65823 -1.20518 0.85009
O -0.97873 -1.86176 0.45527
H 1.46129 3.77327 0.22903
H 2.90296 2.88290 -0.17919
H 4.33717 -0.95519 -1.13140
H -2.65398 0.64070 1.91157
H -3.18850 0.43839 0.17925
H -2.67534 2.00342 0.81356
H -2.85804 -2.27636 0.44104
H -1.85042 -3.28578 -0.75590
H -2.34076 -1.67365 -1.21516
H 5.37176 -1.61026 0.51815

Calculated values
**Total charge**: +1
**LUMO level (alpha / beta)**: -4.79 / -4.82 eV
**ΔE to the lowest compared entry with this formula, charge and spin**: 204.0 kcal per mole
**HOMO (alpha / beta)**: -11.752 / -11.340 eV
**Gap between HOMO and LUMO (alpha / beta)**: 6.9658 / 6.5158 eV

natural (NBO) population analysis, charges in e, atoms 1 to 8: 0.35 0.57 -0.05 -0.21 0.43 -0.48 -0.27 -0.18

=====

4.
The following is a quantum chemistry calculation of one molecule with the formula C7H10N4O2, from the Open Molecules 2025 dataset.

Geometry (Å):
C 4.87403 -0.97354 0.02720
C 3.98787 0.40306 0.03141
O 2.73107 -0.43835 -0.05620
C 1.54931 0.30363 -0.06459
O 1.26542 1.48443 0.27547
N 0.56939 -0.61631 -0.12451
C -0.75631 -0.27696 -0.03756
C -1.96396 -1.03389 -0.26405
C -3.16419 -0.44083 0.01897
N -4.36025 -1.30377 0.29187
N -3.37617 0.96611 0.10004
C -2.20075 1.59445 -0.09543
N -0.91921 1.10421 -0.24856
H 4.79623 -1.56949 0.80605
H 4.66268 -1.72611 -0.65622
H 6.03681 -0.91824 0.17822
H 3.97738 0.70778 1.04767
H 4.10288 1.41676 -0.65776
H 0.63948 -1.71392 -0.14714
H -2.21748 -2.11217 -0.41507
H -5.12286 -1.68442 -0.60314
H -4.11950 -2.04885 0.97329
H -2.07980 2.77273 -0.10753

Calculated values
**LUMO level**: 0.29 eV
**ΔE to the lowest compared entry with this formula, charge and spin**: 132.7 kcal per mole
**HOMO**: -8.757 eV
**SMILES**: CCOC(=O)Nc1cc(N)ncn1
**Gap between HOMO and LUMO**: 9.0445 eV

natural (NBO) population analysis, charges in e, atoms 1 to 8: -0.62 -0.08 -0.54 0.88 -0.56 -0.62 0.41 -0.39

=====

5.
The following is a quantum chemistry calculation of a 2-piece molecular cluster, C7H10N4O2 overall, from the Open Molecules 2025 dataset.

Geometry (Å):
C 1.01139 1.51475 -1.28527
C -1.50979 1.90074 2.00120
C -0.81480 1.72519 0.86880
C -0.37264 -1.91624 0.09817
C -1.12160 -0.68855 0.64273
C 0.45497 -0.80466 -1.79569
C 0.28493 0.44694 -0.85140
N 1.58325 2.36872 -1.76472
N -0.23039 -1.97176 -1.37594
N -0.53974 0.55491 0.19140
N 2.43312 0.06384 0.23618
O 3.09332 -0.73888 -0.42035
O 2.50989 0.42100 1.37810
H -1.77295 2.87630 2.25897
H -1.72181 1.04357 2.57161
H -0.48824 2.53388 0.27844
H 0.63552 -1.64642 0.48160
H -0.90269 -2.64901 0.58954
H -2.12268 -0.72365 0.32832
H -1.09953 -0.88166 1.75952
H 0.19069 -0.47422 -2.72579
H 1.68384 -0.91629 -1.72230
H -1.18406 -2.03848 -1.74313

Calculated values
**LUMO level (alpha / beta)**: -1.03 / -1.19 eV
**ΔE to the lowest compared entry with this formula, charge and spin**: 173.4 kcal per mole
**HOMO (alpha / beta)**: -8.337 / -7.558 eV
**Gap between HOMO and LUMO (alpha / beta)**: 7.3056 / 6.3632 eV

natural (NBO) population analysis, charges in e, atoms 1 to 8: 0.19 -0.42 0.01 -0.23 -0.23 -0.26 0.21 -0.25

=====

6.
The following is a quantum chemistry calculation of an isolated ion of composition C7H10N5O2 and charge +1, from the Open Molecules 2025 dataset.

Geometry (Å):
N -3.60903 0.08469 -0.09576
C -2.41870 0.49914 0.34762
N -2.33929 1.76058 0.87734
C -1.25603 -0.29438 0.22652
C -1.13575 -1.73640 0.18554
C 0.01091 -2.43472 0.00521
C 1.17475 -1.73358 -0.10695
C 1.11548 -0.38233 0.00444
C 2.43033 0.66518 -0.12325
N 2.24382 1.81681 -0.86129
N 3.65194 0.06102 0.12645
O 3.68448 -1.12529 0.31337
O 4.60715 0.82953 0.15638
N -0.02391 0.33607 0.26941
H -3.85110 -0.72993 -0.56930
H -4.41239 0.61556 0.26435
H -1.53011 1.97977 1.32604
H -2.98435 2.50323 0.95920
H -2.02352 -2.22833 -0.04511
H -0.02064 -3.47103 -0.31632
H 2.05814 -2.21118 -0.41844
H 1.41168 1.67975 -1.45974
H 3.15982 2.18978 -1.21643
H 0.05634 1.32606 0.15072

Calculated values
**Total charge**: +1
**LUMO level (alpha / beta)**: -4.73 / -4.64 eV
**ΔE to the lowest compared entry with this formula, charge and spin**: 68.0 kcal per mole
**HOMO (alpha / beta)**: -11.647 / -10.725 eV
**SMILES**: NC(=[NH2+])C1=CC=C/C(=C(/N)[N+](=O)[O-])N1
**Gap between HOMO and LUMO (alpha / beta)**: 6.9140 / 6.0813 eV

natural (NBO) population analysis, charges in e, atoms 1 to 8: -0.74 0.43 -0.76 0.05 -0.17 -0.16 -0.22 0.20